1.
{"formula": "C14H39F6NO10P", "method": "wB97M-V/def2-TZVPD", "elements": ["H", "F", "H", "C", "F", "H", "P", "H", "H", "H", "H", "H", "F", "H", "H", "H", "C", "O", "H", "O", "C", "C", "H", "O", "H", "H", "C", "O", "H", "H", "H", "H", "H", "H", "H", "H", "H", "O", "F", "F", "H", "C", "O", "H", "H", "H", "C", "H", "H", "C", "O", "H", "C", "H", "H", "H", "H", "C", "H", "O", "C", "O", "H", "H", "C", "H", "O", "C", "F", "C", "N"], "coordinates": [[-5.61, -32.24, 18.85], [-7.60, -33.75, 15.38], [-6.39, -31.78, 11.06], [-10.58, -31.19, 15.37], [-6.10, -35.36, 14.77], [-7.73, -32.78, 10.81], [-5.97, -33.92, 15.56], [-9.69, -30.57, 15.41], [-9.57, -35.92, 20.09], [-9.54, -32.10, 13.77], [-6.99, -29.97, 17.59], [-7.52, -32.49, 7.74], [-4.40, -34.16, 15.61], [-8.72, -38.05, 17.35], [-11.48, -32.97, 12.69], [-9.77, -31.91, 17.02], [-9.53, -36.36, 17.84], [-7.34, -31.97, 8.53], [-7.73, -36.72, 12.11], [-11.55, -32.27, 13.35], [-7.62, -30.57, 18.25], [-13.00, -34.46, 10.58], [-8.00, -35.26, 12.93], [-9.71, -36.11, 12.24], [-13.01, -33.50, 10.07], [-6.30, -33.77, 8.88], [-8.95, -36.36, 19.31], [-5.47, -31.31, 19.07], [-14.63, -34.61, 12.07], [-7.32, -35.77, 18.47], [-12.00, -36.84, 11.53], [-13.01, -36.06, 12.82], [-10.72, -35.24, 13.68], [-16.24, -37.57, 10.93], [-6.61, -30.37, 20.35], [-11.48, -30.60, 15.21], [-5.43, -32.31, 8.85], [-8.73, -37.17, 16.97], [-5.74, -33.20, 14.02], [-6.27, -34.85, 16.87], [-10.54, -36.77, 17.75], [-14.47, -34.90, 11.03], [-5.91, -33.75, 11.30], [-16.76, -35.89, 10.77], [-5.97, -33.44, 12.20], [-8.55, -30.10, 18.57], [-6.67, -32.71, 10.58], [-7.30, -31.96, 17.02], [-7.27, -31.86, 20.02], [-10.46, -32.29, 14.31], [-10.64, -31.81, 16.62], [-10.91, -37.03, 13.77], [-6.40, -32.71, 9.13], [-15.33, -34.52, 10.47], [-16.19, -36.53, 12.37], [-8.75, -37.41, 19.54], [-8.21, -36.79, 13.75], [-10.84, -36.16, 13.11], [-12.60, -35.03, 9.74], [-8.02, -31.65, 17.58], [-8.42, -36.26, 12.82], [-14.71, -36.24, 10.97], [-9.67, -35.32, 17.56], [-11.08, -34.78, 11.14], [-12.08, -36.03, 12.26], [-10.31, -33.25, 14.81], [-7.68, -35.73, 19.36], [-16.07, -36.56, 11.29], [-5.86, -32.44, 16.23], [-6.78, -31.03, 19.51], [-11.96, -34.71, 11.62]], "multiplicity": 2, "gap_ev": [8.39, 2.85], "total_charge": 0}

2.
{"formula": "C5H13N2S", "method": "wB97M-V/def2-TZVPD", "elements": ["H", "H", "C", "H", "H", "C", "N", "H", "S", "H", "H", "C", "C", "H", "H", "N", "H", "H", "H", "C", "H"], "coordinates": [[-2.54, 0.98, 1.61], [-0.01, -3.12, -2.10], [-2.11, 1.82, 1.06], [-2.53, 2.80, 1.34], [-0.76, 3.43, 2.56], [0.72, -2.30, -2.16], [-0.66, 1.87, 1.23], [2.21, -3.65, -1.29], [-0.63, -1.12, 0.00], [0.59, -0.13, -1.86], [1.05, -2.17, -3.19], [-0.04, -1.02, -1.71], [-0.14, 2.57, 2.28], [0.99, 2.92, 3.70], [-0.20, 0.97, 0.98], [0.92, 2.26, 2.93], [-2.28, 1.65, 0.00], [1.70, -2.37, -0.21], [-0.93, -0.90, -2.38], [1.92, -2.60, -1.26], [2.72, -1.89, -1.52]], "multiplicity": 2, "e_above_lowest_kcal_mol": 1.9, "gap_ev": [2.00, 6.24], "total_charge": -2}

3.
{"formula": "C3H5N3", "method": "wB97M-V/def2-TZVPD", "elements": ["H", "C", "N", "H", "H", "H", "H", "C", "N", "N", "C"], "coordinates": [[-1.05, -1.24, -0.81], [1.87, -0.57, -0.14], [0.88, -1.35, -0.09], [-0.90, -1.31, 0.95], [-2.33, 1.82, 0.47], [1.82, 0.53, -0.07], [2.86, -1.01, -0.25], [-0.74, 0.64, 0.06], [-1.73, 1.57, -0.33], [-0.22, 1.76, 0.16], [-0.48, -0.84, 0.04]], "multiplicity": 1, "e_above_lowest_kcal_mol": 91.0, "smiles": "C=NCC1=NN1", "gap_ev": 10.66, "total_charge": 0}

Across the entries above, total energy takes the values -62705.9063, -19207.9368, -7658.5097 eV, respectively.